The following is a DFT calculation (ωB97M-V/def2-TZVPD) of 3 unconnected molecules or ions with the total composition C18H29N3O3S.

The geometry in XYZ format:
```
54
Properties=species:S:1:pos:R:3:nbo_charge:R:1
C -3.853 -1.007 -1.671 -0.63
C -2.485 -1.694 -1.857 -0.40
C -1.433 -0.847 -2.583 -0.41
C -1.191 0.547 -1.996 -0.26
N -0.007 0.546 -1.114 -0.64
C 0.096 1.573 -0.135 0.21
O 0.084 2.911 -0.712 -0.52
C -1.157 3.433 -0.603 0.97
O -1.514 4.448 -1.103 -0.57
O -1.947 2.625 0.149 -0.51
C -1.070 1.717 0.839 0.05
C -1.768 0.486 1.361 -0.55
S -0.683 -0.353 2.554 0.19
C -0.694 -2.066 1.979 -0.52
C 0.244 -2.353 0.814 -0.63
H -4.131 -0.931 -0.619 0.21
H -4.643 -1.580 -2.157 0.22
H -3.878 -0.004 -2.098 0.21
H -2.632 -2.606 -2.439 0.21
H -2.097 -2.027 -0.892 0.20
H -1.722 -0.763 -3.634 0.20
H -0.483 -1.390 -2.561 0.21
H -2.059 0.907 -1.454 0.21
H -1.035 1.253 -2.821 0.20
H 0.829 0.547 -1.687 0.38
H 1.019 1.431 0.420 0.21
H -0.686 2.271 1.704 0.20
H -2.084 -0.197 0.573 0.23
H -2.659 0.811 1.899 0.24
H -1.720 -2.350 1.736 0.21
H -0.403 -2.657 2.848 0.23
H -0.013 -1.742 -0.050 0.23
H 0.181 -3.405 0.525 0.21
H 1.274 -2.119 1.082 0.21
N 2.099 0.446 -5.846 -0.51
C 1.432 0.792 -4.703 -0.09
C 1.982 1.953 -4.227 -0.30
C 3.027 2.319 -5.119 -0.30
C 3.073 1.371 -6.106 -0.07
H 1.905 -0.363 -6.406 0.41
H 0.620 0.189 -4.330 0.20
H 1.667 2.487 -3.345 0.23
H 3.666 3.183 -5.046 0.22
H 3.711 1.279 -6.968 0.21
N 2.338 -1.538 7.501 -0.51
C 2.554 -0.192 7.397 -0.08
C 2.162 0.201 6.146 -0.29
C 1.691 -0.956 5.467 -0.31
C 1.813 -2.013 6.329 -0.08
H 2.536 -2.094 8.311 0.41
H 2.964 0.370 8.218 0.21
H 2.206 1.205 5.758 0.22
H 1.306 -0.999 4.463 0.22
H 1.570 -3.055 6.211 0.21
```

## Properties
Charge: 0
Maximum force, eV Å⁻¹: 0.6
Energy above the lowest of the compared OMol25 structures with the same formula, charge and spin, kJ/mol: 153.6
SMILES: CCCCN[C@H]1OC(=O)O[C@H]1CSCC.c1cc[nH]c1.c1cc[nH]c1
E_HOMO, eV: -8.33
E, hartree: -1491.4465
M, g mol⁻¹: 367.515
LUMO level, eV: 0.68

The following is a DFT calculation (ωB97M-V/def2-TZVPD) of a molecular structure, C18H29N3ReS5 at a distorted geometry.

The geometry in XYZ format:
```
56
Properties=species:S:1:pos:R:3:nbo_charge:R:1
Re 0.863 1.270 1.537 0.48
C 0.498 1.177 -1.702 -0.57
C 1.838 0.474 -1.569 -0.54
S 2.250 -0.044 0.134 0.48
C 1.408 -1.665 0.214 -0.56
C 1.235 -2.069 1.661 -0.54
S 0.420 -0.802 2.680 0.43
C -1.355 -0.999 2.307 -0.55
C -2.111 0.227 2.773 -0.54
S -1.443 1.800 2.133 0.42
C -2.171 1.906 0.458 -0.55
C -1.366 2.892 -0.361 -0.54
S 0.409 2.496 -0.449 0.47
H -0.336 0.484 -1.567 0.27
H 0.422 1.643 -2.686 0.26
H 2.671 1.105 -1.880 0.26
H 1.853 -0.420 -2.193 0.27
H 2.032 -2.395 -0.306 0.26
H 0.447 -1.585 -0.299 0.26
H 2.197 -2.218 2.155 0.26
H 0.671 -2.998 1.749 0.27
H -1.715 -1.886 2.829 0.27
H -1.475 -1.163 1.237 0.26
H -2.085 0.344 3.857 0.27
H -3.157 0.150 2.474 0.27
H -3.200 2.255 0.562 0.26
H -2.181 0.918 -0.003 0.26
H -1.390 3.897 0.062 0.26
H -1.758 2.956 -1.377 0.27
C -2.217 -4.547 -1.978 -0.41
N -2.894 -3.499 -2.704 -0.38
C -3.710 -3.811 -3.881 -0.22
C -4.211 -2.432 -4.345 -0.23
N -3.546 -1.536 -3.401 -0.57
C -2.842 -2.191 -2.465 0.37
S -2.036 -1.432 -1.183 -0.47
H -2.933 -5.319 -1.695 0.22
H -1.774 -4.125 -1.080 0.23
H -1.438 -4.999 -2.594 0.21
H -4.522 -4.481 -3.598 0.22
H -3.104 -4.310 -4.638 0.22
H -5.294 -2.342 -4.272 0.22
H -3.909 -2.212 -5.367 0.22
H -3.754 -0.561 -3.294 0.42
N 2.073 2.217 2.378 -0.46
C 3.338 2.782 2.520 0.02
C 4.112 3.051 1.391 -0.16
C 5.366 3.614 1.558 -0.21
C 5.839 3.902 2.831 -0.16
C 5.057 3.636 3.949 -0.19
C 3.799 3.082 3.802 -0.17
H 3.736 2.842 0.397 0.20
H 5.974 3.833 0.691 0.23
H 6.820 4.341 2.953 0.24
H 5.428 3.868 4.938 0.24
H 3.174 2.878 4.661 0.23
```

## Properties
Charge: +2
Maximum force, eV Å⁻¹: 1.3
Energy above the lowest of the compared OMol25 structures with the same formula, charge and spin, kJ/mol: 40.7
E_HOMO (alpha / beta), eV: -13.05 / -13.73
E, hartree: -2936.2936
M, g mol⁻¹: 633.993
LUMO level (alpha / beta), eV: -6.04 / -6.36
Multiplicity: 2

The following is a DFT calculation (ωB97M-V/def2-TZVPD) of C18H29N4O3P in the gas phase at a distorted geometry.

The geometry in XYZ format:
```
55
Properties=species:S:1:pos:R:3:nbo_charge:R:1
C -0.573 -4.333 -2.322 -0.27
C -1.194 -4.468 -1.090 -0.18
C -1.232 -3.412 -0.204 -0.28
C -0.645 -2.185 -0.530 0.27
C -0.022 -2.063 -1.774 -0.33
C 0.013 -3.124 -2.657 -0.19
H 0.502 -3.005 -3.614 0.21
H 0.436 -1.116 -2.031 0.20
N -0.722 -1.186 0.409 -1.13
P -0.250 0.304 0.455 2.36
N -0.543 1.002 1.958 -0.80
C 0.309 0.604 3.065 -0.24
H 1.323 0.436 2.701 0.21
C -0.211 -0.672 3.731 -0.09
O -1.538 -0.504 4.173 -0.53
C -2.381 -0.183 3.088 -0.09
C -1.926 1.103 2.396 -0.25
H -2.559 1.293 1.529 0.22
H -1.998 1.944 3.097 0.19
H -3.383 -0.068 3.503 0.19
H -2.370 -0.998 2.350 0.19
H 0.379 -0.919 4.615 0.19
H -0.158 -1.494 3.002 0.19
H 0.317 1.421 3.797 0.20
N 1.396 0.577 0.246 -0.83
C 2.092 1.839 0.392 -0.24
H 1.376 2.649 0.507 0.21
C 2.975 2.067 -0.839 -0.09
O 3.893 1.006 -1.001 -0.52
C 3.216 -0.221 -1.151 -0.08
H 3.986 -0.986 -1.265 0.20
C 2.336 -0.512 0.067 -0.24
H 1.794 -1.448 -0.060 0.24
H 2.983 -0.594 0.953 0.18
H 2.593 -0.191 -2.058 0.16
H 3.575 2.972 -0.724 0.19
H 2.338 2.151 -1.730 0.19
H 2.736 1.806 1.284 0.19
N -1.203 1.341 -0.475 -0.79
C -1.737 0.886 -1.738 -0.25
H -1.781 -0.202 -1.731 0.24
C -0.858 1.405 -2.899 -0.08
H -1.476 1.918 -3.652 0.17
O 0.133 2.284 -2.416 -0.53
C -0.424 3.336 -1.666 -0.09
H -1.118 3.912 -2.298 0.17
C -1.162 2.785 -0.420 -0.25
H -0.678 3.085 0.508 0.22
H -2.195 3.160 -0.404 0.19
H 0.413 3.979 -1.389 0.19
H -0.315 0.593 -3.386 0.20
H -2.760 1.273 -1.836 0.19
H -1.714 -3.515 0.757 0.21
H -1.654 -5.408 -0.819 0.21
H -0.545 -5.162 -3.014 0.21
```

## Properties
Charge: 0
Maximum force, eV Å⁻¹: 1.1
SMILES: c1ccc(N=P(N2CCOCC2)(N2CCOCC2)N2CCOCC2)cc1
E_HOMO, eV: -7.62
E, hartree: -1489.3844
M, g mol⁻¹: 380.429
LUMO level, eV: 0.74

The following is a DFT calculation (ωB97M-V/def2-TZVPD) of C18H29NO2 in the gas phase.

The geometry in XYZ format:
```
50
Properties=species:S:1:pos:R:3:nbo_charge:R:1
C 2.078 2.905 -0.154 -0.64
C 1.846 1.421 -0.114 -0.01
C 1.724 0.800 1.118 -0.21
C 1.502 -0.570 1.236 0.30
C 1.408 -1.331 0.082 -0.31
C 1.534 -0.712 -1.149 -0.14
C 1.744 0.653 -1.280 -0.07
C 1.909 1.270 -2.652 -0.24
H 1.756 2.350 -2.574 0.20
C 0.895 0.739 -3.668 -0.60
H 1.102 -0.295 -3.932 0.20
H -0.116 0.798 -3.271 0.21
H 0.942 1.332 -4.580 0.21
C 3.337 1.025 -3.150 -0.59
H 4.061 1.438 -2.452 0.21
H 3.487 1.490 -4.122 0.20
H 3.525 -0.042 -3.243 0.20
H 1.465 -1.326 -2.034 0.20
H 1.217 -2.390 0.121 0.23
O 1.449 -1.041 2.520 -0.50
C 1.004 -2.350 2.779 -0.08
C -0.520 -2.482 2.689 -0.09
O -0.888 -2.758 1.357 -0.54
C -2.272 -2.814 1.124 -0.06
C -3.029 -1.514 1.453 -0.24
N -2.262 -0.356 1.076 -0.44
C -2.051 -0.195 -0.355 -0.23
C -1.811 1.307 -0.574 -0.41
H -2.584 1.726 -1.219 0.20
H -0.842 1.494 -1.029 0.22
C -1.895 1.911 0.831 -0.41
H -0.905 1.928 1.283 0.21
H -2.311 2.917 0.836 0.21
C -2.767 0.907 1.572 -0.21
H -2.652 0.960 2.658 0.20
H -3.834 1.059 1.326 0.15
H -1.188 -0.793 -0.654 0.21
H -2.930 -0.536 -0.929 0.16
H -4.014 -1.560 0.947 0.17
H -3.216 -1.456 2.530 0.19
H -2.726 -3.640 1.697 0.17
H -2.358 -3.037 0.059 0.19
H -0.962 -1.538 3.027 0.19
H -0.862 -3.297 3.348 0.16
H 1.478 -3.082 2.117 0.18
H 1.319 -2.545 3.808 0.20
H 1.806 1.376 2.028 0.21
H 2.984 3.145 -0.708 0.22
H 2.180 3.297 0.855 0.22
H 1.242 3.416 -0.632 0.22
```

## Properties
Charge: 0
Maximum force, eV Å⁻¹: 0.7
Energy above the lowest of the compared OMol25 structures with the same formula, charge and spin, kJ/mol: 87.0
SMILES: Cc1cc(OCCOCCN2CCCC2)ccc1C(C)C
E_HOMO, eV: -7.94
E, hartree: -908.4885
M, g mol⁻¹: 291.435
LUMO level, eV: 0.96

What did the third record say?
The following is a DFT calculation (ωB97M-V/def2-TZVPD) of C18H29N4O3P in the gas phase at a distorted geometry.

The geometry in XYZ format:
```
55
Properties=species:S:1:pos:R:3:nbo_charge:R:1
C -0.573 -4.333 -2.322 -0.27
C -1.194 -4.468 -1.090 -0.18
C -1.232 -3.412 -0.204 -0.28
C -0.645 -2.185 -0.530 0.27
C -0.022 -2.063 -1.774 -0.33
C 0.013 -3.124 -2.657 -0.19
H 0.502 -3.005 -3.614 0.21
H 0.436 -1.116 -2.031 0.20
N -0.722 -1.186 0.409 -1.13
P -0.250 0.304 0.455 2.36
N -0.543 1.002 1.958 -0.80
C 0.309 0.604 3.065 -0.24
H 1.323 0.436 2.701 0.21
C -0.211 -0.672 3.731 -0.09
O -1.538 -0.504 4.173 -0.53
C -2.381 -0.183 3.088 -0.09
C -1.926 1.103 2.396 -0.25
H -2.559 1.293 1.529 0.22
H -1.998 1.944 3.097 0.19
H -3.383 -0.068 3.503 0.19
H -2.370 -0.998 2.350 0.19
H 0.379 -0.919 4.615 0.19
H -0.158 -1.494 3.002 0.19
H 0.317 1.421 3.797 0.20
N 1.396 0.577 0.246 -0.83
C 2.092 1.839 0.392 -0.24
H 1.376 2.649 0.507 0.21
C 2.975 2.067 -0.839 -0.09
O 3.893 1.006 -1.001 -0.52
C 3.216 -0.221 -1.151 -0.08
H 3.986 -0.986 -1.265 0.20
C 2.336 -0.512 0.067 -0.24
H 1.794 -1.448 -0.060 0.24
H 2.983 -0.594 0.953 0.18
H 2.593 -0.191 -2.058 0.16
H 3.575 2.972 -0.724 0.19
H 2.338 2.151 -1.730 0.19
H 2.736 1.806 1.284 0.19
N -1.203 1.341 -0.475 -0.79
C -1.737 0.886 -1.738 -0.25
H -1.781 -0.202 -1.731 0.24
C -0.858 1.405 -2.899 -0.08
H -1.476 1.918 -3.652 0.17
O 0.133 2.284 -2.416 -0.53
C -0.424 3.336 -1.666 -0.09
H -1.118 3.912 -2.298 0.17
C -1.162 2.785 -0.420 -0.25
H -0.678 3.085 0.508 0.22
H -2.195 3.160 -0.404 0.19
H 0.413 3.979 -1.389 0.19
H -0.315 0.593 -3.386 0.20
H -2.760 1.273 -1.836 0.19
H -1.714 -3.515 0.757 0.21
H -1.654 -5.408 -0.819 0.21
H -0.545 -5.162 -3.014 0.21
```

## Properties
Charge: 0
Maximum force, eV Å⁻¹: 1.1
SMILES: c1ccc(N=P(N2CCOCC2)(N2CCOCC2)N2CCOCC2)cc1
E_HOMO, eV: -7.62
E, hartree: -1489.3844
M, g mol⁻¹: 380.429
LUMO level, eV: 0.74

- Number 3 is which compound?
  C18H29N4O3P

- Which value of M does entry 1 give?
  367.515 g mol⁻¹